Density functional theory data (wB97M-V/def2-TZVPD) for a structure of composition C30H44BrClMnN2P2.

Atoms and positions in Å:
N -0.28785 -6.23285 1.82395
C -1.30328 -5.48921 2.25445
C -1.30858 -4.09373 2.17789
C -0.22796 -3.45326 1.50855
C 0.91039 -4.24547 1.20593
C 0.80772 -5.63274 1.35709
C -0.37508 -2.08738 1.00776
Mn -0.15376 -0.04255 0.43179
P -0.14625 1.31379 -1.27118
C 0.20343 -1.72339 -0.30674
C -0.48625 -2.12403 -1.57439
C 0.27698 -2.18204 -2.75197
C -0.34132 -2.37780 -3.98577
C -1.75236 -2.49090 -4.04693
C -2.49174 -2.59428 -2.85284
C -1.85576 -2.41178 -1.61663
Br -2.59157 -2.51659 -5.68042
H -1.21365 -1.51279 1.46886
H 1.29158 -1.72844 -0.38901
H -2.16187 -3.52815 2.54310
H 1.84075 -3.81465 0.82564
H -2.17080 -6.02132 2.66017
H 1.63269 -6.28540 1.05863
H 1.35469 -2.03347 -2.68968
H -2.42949 -2.45204 -0.68814
H 0.26271 -2.43879 -4.89105
H -3.55386 -2.82290 -2.89585
P 1.81567 0.78771 1.45729
C -1.54236 1.04785 -2.45458
C -1.49607 1.61189 -3.88337
H -2.43413 1.43042 -1.93062
H -1.65916 -0.04843 -2.51785
H -2.52848 1.71124 -4.23454
H -1.02198 2.59545 -3.96456
H -1.00283 0.91984 -4.57809
C 1.29717 1.11386 -2.40378
C 1.95176 2.40138 -2.88816
H 0.91131 0.53816 -3.25783
H 2.04468 0.47278 -1.90910
H 2.91130 2.16139 -3.36530
H 1.32834 2.89678 -3.64202
H 2.14707 3.12043 -2.08228
C -0.32294 3.08137 -0.76090
C -0.63795 4.08875 -1.86253
H 0.59412 3.35946 -0.22005
H -1.13308 3.09370 -0.01601
H -0.74283 5.07807 -1.39930
H 0.16080 4.16622 -2.60821
H -1.57877 3.86224 -2.37487
C 1.76446 2.47982 2.15488
C 2.73434 2.78300 3.29197
H 0.73180 2.66584 2.47357
H 1.94574 3.17180 1.32092
H 2.39215 2.37738 4.24798
H 3.75021 2.43052 3.08954
H 2.80522 3.86435 3.44066
C 3.36904 0.86399 0.42911
C 3.83097 -0.49845 -0.07928
H 4.16783 1.34616 1.01880
H 3.16139 1.54772 -0.41080
H 4.01249 -1.19532 0.75144
H 3.10234 -0.94328 -0.77128
H 4.77565 -0.39451 -0.63491
C 2.20887 -0.37011 2.84309
C 1.20640 -0.33006 3.99718
H 3.23037 -0.18865 3.21244
H 2.22536 -1.38244 2.40863
H 0.78695 -1.32896 4.16984
H 1.68109 -0.02307 4.93883
H 0.35880 0.34264 3.80542
Cl -5.81681 0.58357 0.42119
C -4.34928 0.94790 1.21781
C -4.33064 1.77149 2.34697
C -3.09480 2.08770 2.90602
C -1.94495 1.45718 2.43236
N -1.97041 0.68199 1.31989
C -3.15591 0.43150 0.70017
H -5.26330 2.15889 2.74271
H -2.99349 2.81513 3.70804
H -0.97390 1.56202 2.92665
H -3.13917 -0.18409 -0.20637

Results
⟨S²⟩: 8.96
E_HOMO (alpha / beta), eV: -13.282 / -13.552
E, a.u.: -6146.3603
HOMO-LUMO gap (alpha / beta), Ha: 0.242 / 0.216
Multiplicity: 6
Total charge: +2



Density functional theory data (wB97M-V/def2-TZVPD) for a structure of composition C30H44BrCoN6O4S.

Atoms and positions in Å:
Co -1.03996 0.23365 -0.77406
O -0.71431 2.43006 -3.93142
C 0.08958 1.74029 -4.78636
C 0.42197 2.30745 -6.00777
C 1.23768 1.61619 -6.88892
C 1.71264 0.35164 -6.57418
C 1.37169 -0.21089 -5.35390
C 0.57626 0.47394 -4.44496
C 0.31221 -0.10494 -3.07964
O -0.94982 0.21209 -2.60415
N 1.30524 0.46174 -2.13645
N 0.92317 0.60847 -0.87329
C 1.66896 1.08991 0.04962
C 1.17169 1.23632 1.41087
Br -0.57823 0.52576 1.71540
C 1.88392 1.76023 2.40982
C 1.50574 1.96223 3.81608
C 0.31476 2.59112 4.17099
C 0.01874 2.82222 5.50451
C 0.90710 2.42857 6.49305
C 2.09877 1.80865 6.14694
C 2.40264 1.58670 4.81496
H -1.04684 1.76173 -3.28816
H 0.02311 3.27882 -6.25918
H 1.49250 2.06545 -7.83873
H 2.33406 -0.19023 -7.27112
H 1.72648 -1.20125 -5.09516
H 0.45583 -1.19475 -3.10054
H 2.17919 0.85669 -2.45705
H 2.69225 1.40537 -0.14332
H 2.89198 2.05882 2.13749
H -0.37287 2.91468 3.40225
H -0.90303 3.31929 5.77081
H 0.67946 2.61970 7.53201
H 2.79901 1.50983 6.91414
H 3.33900 1.11697 4.54485
O -3.10742 -0.02817 -0.96190
H -3.48609 0.85371 -1.08048
H -3.16477 -0.45901 -1.82794
N -1.51008 2.34311 -0.78459
C -0.99988 3.37607 -0.91759
N -0.42573 4.53181 -1.05156
C -0.43172 5.27957 -2.31704
C -1.01893 6.65609 -2.05658
O -0.32526 7.30712 -1.01026
C -0.46151 6.60692 0.20600
C 0.16492 5.22438 0.09838
H -0.99411 4.71288 -3.05652
H 0.60277 5.36194 -2.66196
H -2.08456 6.57348 -1.80268
H -0.91901 7.28518 -2.94002
H -1.52383 6.51876 0.47456
H 0.04497 7.19570 0.97057
H -0.00874 4.62909 0.99516
H 1.24251 5.30964 -0.07158
C -3.51258 -5.34597 3.20371
C -2.97606 -5.44365 1.78269
C -3.30384 -4.23313 0.91485
C -2.78102 -2.91043 1.45991
N -1.34224 -2.93369 1.70198
C -0.39970 -2.72480 0.77726
S -0.78340 -2.25335 -0.81936
N 0.86823 -2.91039 1.16150
C 2.02657 -2.85554 0.27734
C 2.24006 -4.11904 -0.54708
C 2.61423 -5.37605 0.23547
C 1.47852 -6.00998 1.03343
H -3.33947 -6.26756 3.75629
H -4.58624 -5.15587 3.20569
H -3.04310 -4.54078 3.77193
H -3.38503 -6.33317 1.30068
H -1.89259 -5.59906 1.80296
H -4.38750 -4.13830 0.80706
H -2.89999 -4.37489 -0.09011
H -3.24836 -2.65871 2.41300
H -2.99026 -2.10023 0.76377
H -1.04336 -3.27679 2.60344
H 1.02331 -3.29549 2.08060
H 2.89017 -2.65374 0.91542
H 1.88706 -1.99709 -0.38194
H 3.03443 -3.89672 -1.26416
H 1.33910 -4.30054 -1.13900
H 3.45955 -5.16034 0.89628
H 2.98437 -6.11430 -0.47773
H 1.24570 -5.46480 1.94837
H 1.73462 -7.02373 1.33655
H 0.56470 -6.06260 0.43980

Results
⟨S²⟩: 0.76
E_HOMO (alpha / beta), eV: -10.453 / -10.457
E, a.u.: -6153.8226
HOMO-LUMO gap (alpha / beta), Ha: 0.290 / 0.290
Multiplicity: 2
Total charge: +1



Density functional theory data (wB97M-V/def2-TZVPD) for a structure of composition C30H44IMnN6O4.

Atoms and positions in Å:
Mn -0.75421 -1.03015 -13.14782
I 0.13109 1.16439 -11.89381
C -0.63649 -5.21583 -12.60242
C -0.87043 -6.34278 -13.50924
C -1.37050 -6.05569 -15.00120
O -1.46933 -7.01120 -15.78647
C -1.48697 -4.66760 -15.29091
C -1.26630 -3.68434 -14.35289
C -0.76076 -3.94526 -13.01160
O -0.59965 -3.03532 -12.12283
O -1.43603 -2.50967 -14.78833
O -0.77072 -7.54702 -13.11171
H -0.38584 -5.46643 -11.58224
H -1.77658 -4.41807 -16.30099
C -0.18134 -1.06473 -7.90249
C -0.39467 -2.60715 -8.02418
C 0.08943 -3.44841 -6.76997
C 1.47119 -3.54688 -6.47092
N 2.57545 -3.62268 -6.30174
H -1.09525 -0.62627 -7.50173
H -0.08219 -0.68561 -8.91961
H 0.70795 -0.69893 -7.38921
H 0.09370 -2.87215 -8.96192
H -1.45999 -2.79577 -8.15689
H -0.14959 -4.44409 -7.14360
H -0.39514 -3.12278 -5.84950
C 4.91509 1.32262 -15.23906
C 4.67403 -0.21917 -15.20148
C 3.56120 -0.72530 -16.04734
C 2.30034 -1.01137 -15.23190
N 1.34319 -1.06190 -14.63457
H 4.75217 1.82129 -16.19451
H 5.97135 1.45975 -15.00750
H 4.22255 1.72058 -14.49736
H 4.90745 -0.75565 -14.28180
H 5.48888 -0.55190 -15.84444
H 3.72630 -1.69770 -16.51134
H 3.25576 0.03361 -16.76766
C -5.26867 1.55107 -8.94871
C -4.38405 0.25993 -8.84857
C -4.62614 -0.89841 -9.88867
C -3.74631 -0.86527 -11.10265
N -3.11275 -0.86051 -12.10489
H -5.00414 2.02864 -9.89213
H -5.10004 2.13646 -8.04485
H -6.32439 1.28264 -8.90991
H -4.59711 -0.05400 -7.82673
H -3.30455 0.40546 -8.80863
H -5.62700 -0.79897 -10.30877
H -4.52393 -1.86145 -9.38846
C -3.17927 4.97359 -10.18761
C -2.86047 4.33093 -11.55614
C -1.53385 4.70614 -12.24522
C -1.49549 6.10885 -12.56657
N -1.42472 7.21566 -12.74684
H -2.80827 5.99282 -10.07978
H -2.67391 4.32360 -9.47331
H -4.22905 4.96622 -9.89436
H -3.67465 4.58053 -12.23652
H -2.95737 3.24525 -11.55880
H -1.57240 4.04350 -13.10981
H -0.61494 4.35957 -11.77237
C 0.90138 1.56106 -17.70595
C -0.38938 2.36697 -17.63927
C -0.94359 2.63990 -16.20748
C -1.58384 1.52342 -15.47354
N -2.13202 0.70594 -14.88559
H 1.14327 1.62924 -18.76658
H 0.92050 0.51230 -17.40956
H 1.69653 2.10839 -17.19973
H -1.10104 1.80085 -18.24023
H -0.47124 3.23924 -18.28777
H -1.50275 3.57139 -16.29564
H -0.14321 2.93391 -15.52848
C 4.77232 0.05908 -7.54972
C 3.69649 0.29291 -8.51998
C 3.10204 1.64449 -8.50665
C 2.44910 2.04280 -7.26495
N 1.83448 2.35360 -6.34831
H 4.30562 0.05027 -6.56473
H 5.61126 0.75487 -7.56175
H 5.04952 -0.98449 -7.69880
H 2.96075 -0.50029 -8.38729
H 4.12702 0.14120 -9.50979
H 2.34487 1.66256 -9.29053
H 3.79871 2.47378 -8.62935

Results
⟨S²⟩: 8.75
E_HOMO (alpha / beta), eV: -4.010 / -4.003
E, a.u.: -3247.7351
HOMO-LUMO gap (alpha / beta), Ha: 0.214 / 0.213
Multiplicity: 6
Total charge: -1



The records above yield maximum force values of 4.301 0.561 4.278 eV/Å, respectively.
The records above yield energy relative to the best compared isomer or geometry (same formula, charge and spin) values of 1.8 0.0 40.0 kJ/mol, respectively.